C52H50Ge2P2PtSi as an isolated structure at a distorted geometry. Source: the OMol25 dataset; level of theory: ωB97M-V with the def2-TZVPD basis set.

Properties
LUMO level (spin up / spin down) (eV): -3.38 / -4.42
Multiplicity: 2
Energy above the lowest of the compared OMol25 structures with the same formula, charge and spin (eV): 0.000
HOMO level (spin up / spin down) (eV): -9.73 / -10.35
Expectation value of S²: 0.755
Total energy (eV): -197467.5119
Total charge: +1

```
108
Properties=species:S:1:pos:R:3:forces:R:3
Pt 0.07806 0.15042 -0.08899 -0.5 -0.6 -1.4
Ge 3.76491 0.50552 -1.84517 -0.3 -0.1 -0.2
Ge 2.52180 0.77858 0.23205 0.3 0.4 0.4
P -0.16781 -2.15887 -0.60681 0.7 -0.1 1.4
P -1.38720 1.82565 -0.81419 0.4 0.3 0.6
Si -1.57887 -0.37321 1.43942 -0.3 0.2 -0.4
C 4.16855 -1.67596 3.94969 0.0 0.0 0.0
C -0.09790 -2.51977 -4.62211 0.1 0.0 0.0
C -2.64290 2.10411 0.47949 0.0 -0.2 0.0
C 0.72101 5.19026 -1.72579 0.0 0.0 0.0
C -1.07983 -0.82573 3.16097 0.3 -0.1 0.2
C -3.55610 -0.17372 -4.34216 0.0 0.0 0.0
C 2.12371 -3.12893 0.64183 0.0 0.0 0.0
C -4.43832 -3.27713 0.53848 0.0 0.0 0.0
C 2.69987 2.63203 0.86515 -0.2 0.1 0.1
C 2.83939 -3.87246 1.56312 0.0 -0.1 0.0
C 2.88802 -1.14011 3.99297 0.0 0.0 0.0
C 1.07268 -3.85866 -2.47577 -0.1 -0.1 0.0
C 0.73383 -3.21654 0.58748 -0.2 -0.1 -0.3
C 1.29467 -4.29183 -3.77678 0.0 0.0 0.1
C -1.48316 5.46992 -2.64824 0.1 0.0 0.0
C 0.71103 -3.62782 -4.84534 0.0 0.0 0.0
C -3.77730 -2.21244 1.13619 0.0 0.0 -0.2
C -1.81338 1.26396 -3.51560 0.0 0.0 0.0
C -4.47302 2.38082 2.55634 0.0 0.0 0.0
C 4.44607 -0.80589 1.72496 0.0 0.0 0.0
C -0.31884 -2.08057 -3.32801 0.0 0.0 -0.1
C 2.91441 5.24082 1.87638 0.0 0.0 0.0
C -3.83400 -3.99108 -0.49227 0.0 0.0 0.0
C -2.25573 1.05400 -2.20924 -0.1 0.0 0.0
C 5.66420 0.89479 -1.70260 0.2 0.0 0.0
C 3.16218 -0.26097 1.75536 0.1 -0.2 0.0
C 3.77803 4.80329 0.88470 0.0 0.0 0.0
C -1.89892 -2.59645 -0.30024 0.1 0.3 -0.2
C 0.25946 -2.75230 -2.25112 -0.1 0.1 -0.1
C -3.98686 -0.40357 -3.04224 0.0 0.0 0.0
C -3.34123 0.21003 -1.97849 0.0 0.0 -0.1
C 1.93840 4.38042 2.36640 0.0 0.0 0.0
C -2.50485 -1.83481 0.69893 -0.2 -0.2 0.2
C 4.95120 -1.49850 2.81831 0.0 0.0 0.0
C 2.17207 -4.69982 2.45867 0.0 0.0 0.0
C -2.46879 0.65750 -4.57775 0.0 0.0 0.0
C -1.83558 4.21483 -2.18789 0.0 0.0 0.0
C -0.91764 3.44434 -1.46416 -0.1 0.0 -0.2
C 3.58548 -1.28969 -2.57860 0.0 -0.1 0.0
C -2.69552 1.12964 1.48362 -0.2 0.1 0.3
C 0.36454 3.92898 -1.26141 0.0 0.2 0.0
C 2.87239 1.74496 -3.05991 0.0 0.1 -0.1
C -2.55409 -3.65839 -0.91105 0.0 -0.1 0.1
C 2.39636 -0.43114 2.90651 0.0 0.0 0.0
C 0.07142 -4.05478 1.47856 0.0 -0.1 0.0
C 3.66656 3.51018 0.38120 0.0 0.0 0.0
C 1.83696 3.09389 1.86351 0.0 -0.1 0.0
C -3.50208 3.19784 0.51270 0.1 0.1 0.0
C -4.41712 3.33131 1.54580 0.0 0.0 0.0
C -3.60868 1.29608 2.53037 -0.1 0.0 -0.1
C 0.79027 -4.78741 2.41724 0.0 0.0 0.0
C -0.20403 5.96324 -2.40579 0.0 0.0 0.0
H 4.35274 3.20000 -0.39826 0.0 0.0 0.0
H 6.15739 0.21966 -1.00458 0.0 0.0 0.0
H -3.69071 0.03277 -0.96970 0.0 0.0 0.0
H 1.92433 -5.15392 -3.95269 0.0 0.0 0.0
H 0.26490 -5.42968 3.11193 0.0 0.0 0.0
H -4.35555 -4.81669 -0.95845 0.0 0.0 0.0
H -2.19945 6.06148 -3.20283 0.0 0.0 0.0
H 1.08664 3.32850 -0.73732 0.1 -0.1 0.1
H 3.91793 -3.79272 1.59583 0.0 0.0 0.0
H 2.99993 6.24581 2.26876 0.0 0.0 0.0
H -5.07547 4.18963 1.57082 0.0 0.0 0.0
H 1.25567 4.71693 3.13641 0.0 0.0 0.0
H 2.55286 -1.51025 -2.85389 0.1 0.0 0.0
H 1.79262 1.58666 -3.01335 0.0 0.0 0.0
H -4.28102 -1.65087 1.91602 0.0 0.0 0.0
H -5.17871 2.49312 3.36907 0.0 0.0 0.0
H -3.64927 0.57567 3.34035 0.0 0.0 0.0
H -0.95175 -1.21988 -3.15521 -0.1 0.1 0.0
H -2.81938 3.82162 -2.41715 0.0 0.0 0.0
H -0.20733 -1.48157 3.17613 -0.1 -0.1 0.0
H -3.44246 3.97132 -0.23979 0.0 0.0 0.0
H 1.05690 2.44239 2.24780 0.0 0.0 0.0
H -4.07293 -0.63721 -5.17254 0.0 0.0 0.0
H 5.07106 -0.68938 0.84594 0.0 0.0 0.0
H -0.87755 0.04035 3.79246 0.0 0.0 0.0
H 4.55961 -2.21888 4.80050 0.0 0.0 0.0
H -5.43284 -3.54772 0.86927 0.0 0.0 0.0
H -0.96381 1.90876 -3.70788 0.0 0.0 0.0
H 4.54017 5.46869 0.49855 0.0 0.0 0.0
H 0.06726 6.94890 -2.76112 0.0 0.0 0.0
H -1.00693 -4.14641 1.45103 0.0 0.0 0.0
H 1.40849 0.00836 2.96567 0.0 0.0 0.0
H 2.27741 -1.27022 4.87810 0.0 0.0 0.0
H 3.20295 1.57703 -4.08612 0.0 0.0 0.0
H 2.73183 -5.27029 3.18815 0.0 0.0 0.0
H -2.06695 -4.23076 -1.69194 0.0 0.0 0.0
H -2.13138 0.83800 -5.59024 0.0 0.0 0.0
H 3.07388 2.78319 -2.79291 0.0 0.0 0.0
H 5.87534 1.91822 -1.40138 0.0 0.0 0.0
H -4.83053 -1.05453 -2.85339 0.0 0.0 0.0
H 4.20139 -1.34862 -3.47847 0.0 0.0 0.0
H -1.92641 -1.38417 3.57324 0.0 0.0 0.1
H 6.08774 0.72693 -2.69522 0.1 0.0 0.0
H 3.93734 -2.05421 -1.88584 0.0 0.0 0.0
H 5.95588 -1.90138 2.78602 0.0 0.0 0.0
H 0.88632 -3.97396 -5.85561 0.0 0.0 0.0
H 2.65101 -2.46880 -0.03500 0.0 0.0 0.0
H -0.55446 -1.99894 -5.45388 0.0 0.0 0.0
H 1.52509 -4.38630 -1.64680 0.0 0.0 0.0
H 1.72337 5.55725 -1.54873 0.0 0.0 0.0
```
Forces are in eV/Å.

=====

A 2-piece molecular cluster, C8H10NO3 overall at a distorted geometry. Source: the OMol25 dataset; level of theory: ωB97M-V with the def2-TZVPD basis set.

Properties
LUMO level (eV): 3.36
Energy above the lowest of the compared OMol25 structures with the same formula, charge and spin (eV): 0.839
HOMO level (eV): -5.19
Total energy (eV): -16090.5330
Total charge: -1

```
22
Properties=species:S:1:pos:R:3:forces:R:3
O 0.92004 0.41075 4.09119 -0.9 -0.9 -1.4
O 1.64274 -2.71789 1.11213 0.9 0.5 -0.4
O -0.21582 -3.37147 2.15901 -1.0 -0.3 0.6
N 0.38515 -1.07617 2.28693 -0.3 0.0 -0.2
C 1.76650 0.49917 -1.07662 0.9 1.1 1.5
C 0.64932 -2.62876 1.78184 0.0 0.1 0.0
C -1.57560 -0.19918 -0.28605 -0.7 0.6 -1.0
C -0.59062 0.45519 -0.44780 -0.2 0.7 -0.2
C -2.74887 -0.99885 -0.05182 0.9 -3.3 -1.1
C 0.59969 -0.33901 3.18555 1.3 0.6 1.5
C 0.23915 2.26894 -1.91914 1.8 -1.2 -2.7
C 0.52195 1.34184 -0.74337 0.6 -0.2 -1.5
H 1.13320 2.79161 -2.43782 -1.0 -0.4 1.7
H -3.22211 -0.69417 0.81031 -1.2 0.8 2.0
H -0.56665 2.93308 -1.79820 -1.1 0.8 0.2
H -2.24923 -1.97512 0.21970 -0.9 0.5 -0.1
H 0.65248 2.03735 0.01909 0.7 0.6 2.1
H 0.05491 1.56248 -2.73257 -0.8 0.2 -0.3
H 2.21267 0.15765 -0.09899 -0.3 0.0 -1.2
H 1.43986 -0.35097 -1.66332 0.3 -0.1 -0.2
H -3.55448 -1.27767 -0.80648 1.4 1.0 0.3
H 2.50572 1.17120 -1.60354 -0.6 -1.0 0.4
```
Forces are in eV/Å.

=====

A 11-piece molecular cluster, C22H42O23 overall at a distorted geometry. Source: the OMol25 dataset; level of theory: ωB97M-V with the def2-TZVPD basis set.

Properties
LUMO level (eV): 0.12
HOMO level (eV): -9.99
Structure (SMILES): O=C1OCCO1.O=C1OCCO1.O=C1OCCO1.O=C1OCCO1.O=C1OCCO1.O=C1OCCO1.CCO.CCO.O.O.O
Total energy (eV): -70587.5838

```
87
Properties=species:S:1:pos:R:3:forces:R:3
O -10.25059 -7.35242 -2.05302 -0.1 -0.1 -0.2
O -9.88242 -3.03788 -3.01668 -0.1 -0.2 0.1
O -4.49633 -7.27267 -3.55649 0.1 0.1 -0.2
O -7.14382 -9.64805 -7.88002 0.0 0.1 0.0
O -3.26060 -13.37880 0.00864 0.2 -0.1 0.2
O -8.38707 -10.48946 -3.64512 0.1 -0.2 0.2
O -4.43004 -12.73128 -1.79434 -0.4 -0.6 0.1
O -5.88052 -7.93061 -1.89511 -0.4 -0.4 -0.8
O -4.87026 -11.81434 0.18943 0.3 0.4 0.0
O -9.69288 -9.37575 -5.10041 -0.2 0.1 0.3
O -12.76679 -8.25410 -7.23917 0.1 0.2 0.2
O -10.62675 -4.91720 -4.00454 -0.3 -0.1 0.1
O -5.16928 -7.64406 -6.67030 -0.1 -0.3 -0.7
O -5.65629 -10.80044 -9.06333 0.0 0.1 -0.1
O -6.40715 -13.42138 -5.49162 -0.1 0.3 -0.1
O -10.69898 -9.81667 -8.50116 0.0 -0.1 0.0
O -12.06659 -3.28821 -3.51361 -0.1 0.0 0.1
O -11.19945 -8.44857 -0.33470 -0.1 0.3 0.0
O -12.29906 -6.78406 -1.31273 0.2 0.3 0.3
O -7.84602 -8.42874 -4.34644 0.3 0.2 0.7
O -5.62288 -5.76900 -2.29097 0.0 -0.1 -0.3
O -6.46818 -8.86814 -9.88419 -0.3 0.0 -0.1
O -7.15844 -5.07341 -6.91755 0.1 0.1 0.0
C -11.16086 -7.51264 -1.30404 0.1 -0.2 0.1
C -9.61142 -8.11507 -5.77868 0.7 0.5 0.1
C -6.59646 -10.57840 -6.93172 0.8 -0.2 -0.7
C -6.42547 -9.67944 -9.01712 0.2 -0.3 -0.1
C -4.10415 -12.70489 -0.47958 -0.3 0.2 -0.4
C -8.55570 -7.36402 -4.97603 0.4 0.6 -0.5
C -12.78487 -4.16144 -4.36877 0.2 -0.7 -1.0
C -7.07679 -7.30654 -1.44252 -0.1 0.9 1.2
C -10.77113 -3.68979 -3.46237 0.1 0.1 0.0
C -8.62235 -9.50741 -4.27784 -0.3 -0.1 -0.6
C -5.26962 -7.01436 -2.69751 0.2 0.1 0.9
C -2.79866 -7.25465 -6.50807 0.0 -0.9 -0.6
C -5.38118 -11.71305 -2.08092 0.3 1.3 0.8
C -7.78016 -13.56849 -5.10107 0.3 -0.8 0.3
C -4.00591 -7.35988 -7.43886 0.5 0.7 0.4
C -5.49473 -11.30701 -7.74747 -0.4 0.4 1.0
C -12.42312 -8.30794 0.42034 0.4 0.1 -0.2
C -12.93523 -6.93928 -0.03317 0.2 -0.7 -0.3
C -11.90607 -5.41594 -4.41202 -0.3 0.0 -0.3
C -6.57838 -5.88562 -1.21823 -0.3 0.0 -0.4
C -5.84145 -11.22826 -0.68495 0.1 -0.8 -0.6
C -7.91263 -14.60519 -3.98106 0.7 0.0 -0.6
H -7.08800 -14.44656 -3.28329 -0.4 0.2 0.4
H -12.56667 -6.18425 0.65837 -0.3 0.3 -0.2
H -8.93269 -6.63172 -4.26145 -0.3 -0.5 0.3
H -7.42403 -7.76428 -0.51845 0.1 -0.2 -0.1
H -2.69410 -8.22301 -6.01250 0.0 0.1 0.1
H -7.71816 -15.60161 -4.39056 -0.3 0.0 0.0
H -8.90128 -14.57859 -3.53162 0.1 0.0 0.2
H -11.88000 -8.63862 -7.23482 -0.1 -0.1 -0.2
H -13.20663 -8.69083 -7.97226 0.0 0.0 0.0
H -9.24320 -8.28768 -6.78864 -0.3 0.0 -0.1
H -13.79587 -4.38113 -4.03974 0.1 0.3 0.4
H -6.13160 -14.19690 -5.98859 0.0 -0.1 0.1
H -7.70980 -4.54465 -7.50208 -0.1 0.0 0.0
H -11.80323 -5.82724 -5.41339 -0.1 0.1 0.0
H -10.54682 -7.56598 -5.76680 -0.3 -0.4 0.0
H -8.35948 -13.92736 -5.95737 -0.2 0.4 0.0
H -11.07640 -9.80027 -9.38558 0.0 0.0 -0.1
H -6.26259 -4.88424 -7.21458 0.0 0.0 0.0
H -3.82790 -8.11950 -8.20158 -0.3 -0.4 0.3
H -6.79456 -11.63823 -0.35786 -0.2 0.2 -0.2
H -12.84435 -3.74026 -5.37685 0.0 0.3 0.2
H -12.29364 -6.20223 -3.76461 0.4 0.1 0.3
H -7.35538 -5.14248 -1.38509 0.1 0.1 0.1
H -8.09860 -12.59038 -4.75075 -0.1 0.0 -0.2
H -4.79565 -10.90252 -2.51997 -0.4 0.0 -0.4
H -9.80548 -10.15653 -8.62038 0.1 0.1 0.1
H -13.06911 -9.14635 0.17252 -0.1 0.0 0.1
H -1.89718 -7.13246 -7.11624 0.0 0.4 0.2
H -4.12682 -6.44678 -8.04160 -0.1 0.1 0.2
H -2.91145 -6.51212 -5.72360 0.0 0.2 -0.2
H -7.86052 -6.80455 -5.59469 0.0 -0.2 -0.2
H -12.13681 -8.29148 1.46796 -0.2 -0.3 0.1
H -5.43580 -6.82608 -6.24298 0.0 -0.1 0.2
H -7.38007 -11.26203 -6.63046 0.0 0.1 0.4
H -6.08449 -10.01910 -6.15299 -0.6 0.0 0.4
H -6.08746 -5.72895 -0.25882 0.1 0.0 0.0
H -6.22303 -11.98264 -2.70958 0.3 -0.5 -0.2
H -5.62572 -12.37785 -7.63973 0.1 -0.1 -0.6
H -14.00183 -6.90839 -0.21924 -0.1 0.2 0.3
H -7.89438 -7.27731 -2.15707 0.3 -0.5 -0.3
H -4.51132 -11.02015 -7.37857 0.1 -0.1 -0.1
H -5.82813 -10.14222 -0.70322 0.0 0.0 0.6
```
Forces are in eV/Å.

=====

C15H15ClLaNO as an isolated structure at a distorted geometry. Source: the OMol25 dataset; level of theory: ωB97M-V with the def2-TZVPD basis set.

Properties
LUMO level (spin up / spin down) (eV): 2.17 / 2.12
Multiplicity: 2
HOMO level (spin up / spin down) (eV): -2.79 / -3.28
Expectation value of S²: 0.768
Total energy (eV): -32717.4688
Total charge: -1

```
34
Properties=species:S:1:pos:R:3:forces:R:3
La 0.05765 0.34295 -0.36130 0.1 -1.1 -1.6
Cl -1.53071 2.18456 -1.27360 -0.6 0.5 -0.3
O -1.15207 -0.61004 1.13306 -1.9 -1.5 1.4
N -1.98204 -1.01418 2.18129 1.8 0.8 -2.0
C 0.68316 2.33241 1.24919 0.7 -0.2 0.3
C 2.05242 0.49085 1.57714 0.0 0.7 -0.2
C 2.50910 1.16748 0.39678 -0.4 0.8 0.5
C 1.80533 -1.33126 -4.35139 0.2 0.8 0.1
C -3.24529 -2.69248 3.26036 1.4 0.1 -1.4
C 2.84086 0.71731 -4.66755 -0.8 -0.8 0.0
C -2.41257 -0.04557 3.02378 -1.7 1.0 1.8
C 0.93822 1.21443 2.10002 0.7 0.5 0.0
C -2.35338 -2.31420 2.26124 -1.0 -1.4 1.2
C 1.65299 2.30746 0.19099 0.7 0.1 0.7
C 3.05087 -0.63418 -4.24098 -0.8 0.5 -0.2
C -3.43577 -0.35933 3.91936 1.2 0.8 -0.9
C 1.46491 0.85355 -5.04270 0.5 -0.8 0.4
C -3.86654 -1.69698 4.01153 -1.1 0.5 1.2
C 0.82494 -0.41164 -4.84402 0.7 0.4 0.3
H 3.60191 1.49376 -4.73072 -0.2 -0.2 0.0
H 1.64296 -2.38637 -4.13733 0.0 0.2 -0.1
H 3.37473 0.89580 -0.21259 -0.4 0.1 0.1
H 0.99927 1.75232 -5.44436 0.1 -0.2 0.1
H -0.14059 3.04744 1.37014 0.5 -0.4 -0.1
H -3.36175 -3.74053 3.51512 -0.3 0.1 -0.5
H 1.71255 3.03440 -0.62511 0.0 -0.4 0.3
H -1.94815 0.93914 2.93321 -0.3 -0.5 -0.1
H -1.96633 -2.97614 1.50504 0.3 -0.1 0.2
H 4.00106 -1.06251 -3.92596 -0.2 0.1 0.0
H -4.71396 -1.93562 4.64894 0.3 -0.1 0.1
H 2.52004 -0.38257 2.04174 -0.3 0.3 -0.3
H -0.21553 -0.64284 -5.06693 0.2 0.0 0.0
H -3.85209 0.44559 4.54747 0.3 -0.6 -0.3
H 0.44377 1.01698 3.05814 0.1 -0.1 -0.7
```
Forces are in eV/Å.